(1)
{"formula": "C19H24BF4GeO5RuS", "method": "ωB97M-V/def2-TZVPD", "e_homo_ha": [-0.073, -0.062], "spin_multiplicity": 2, "charge": -2, "orbital_gap_ev": [6.79, 6.47], "s2": 0.808, "relative_energy_kcal_mol": 10.8, "elements": ["Ru", "C", "C", "O", "C", "C", "C", "C", "C", "C", "O", "H", "H", "H", "H", "H", "H", "H", "F", "B", "F", "F", "F", "C", "C", "C", "C", "C", "C", "C", "S", "O", "O", "O", "H", "H", "H", "H", "H", "H", "H", "C", "Ge", "C", "C", "C", "H", "H", "H", "H", "H", "H", "H", "H", "H", "H"], "xyz": [[-0.3241, -0.4279, -0.8636], [0.3936, 4.0703, -1.1883], [-0.0986, 2.7481, -0.6238], [0.5518, 1.7541, -0.9232], [-1.2706, 2.7414, 0.2513], [-2.0197, 3.9186, 0.4158], [-3.0995, 4.0027, 1.2625], [-3.4569, 2.8629, 2.0021], [-2.7539, 1.6964, 1.8749], [-1.6403, 1.5694, 0.9880], [-1.0328, 0.4462, 0.9316], [1.3294, 3.8779, -1.7064], [0.5443, 4.8130, -0.4037], [-0.3343, 4.4656, -1.9000], [-1.7398, 4.7964, -0.1532], [-3.6626, 4.9232, 1.3514], [-4.3093, 2.9012, 2.6729], [-3.0361, 0.8066, 2.4252], [5.2090, -0.7896, -0.8182], [4.3861, -0.8795, -1.9563], [4.5526, -2.1642, -2.5511], [4.7598, 0.1024, -2.8982], [3.0357, -0.7123, -1.6026], [2.1119, -4.3854, -3.4179], [0.9997, -3.3773, -3.2837], [-0.3147, -3.7843, -2.9855], [-1.3214, -2.8686, -2.8209], [-1.0489, -1.4964, -2.9737], [0.2473, -1.0711, -3.2748], [1.2627, -2.0319, -3.4236], [-2.3946, -0.3184, -2.8203], [-1.6394, 0.9156, -2.5534], [-3.1465, -0.3048, -4.0592], [-3.1347, -0.7926, -1.6566], [1.8649, -5.3093, -2.8901], [3.0381, -3.9785, -3.0119], [2.2876, -4.6394, -4.4678], [-0.5199, -4.8411, -2.8425], [-2.3220, -3.1688, -2.5364], [0.4549, -0.0211, -3.4330], [2.2748, -1.7043, -3.6120], [-0.5665, -4.6203, 1.5135], [-0.8401, -2.6593, 1.4738], [-2.7672, -2.3696, 1.2878], [-0.2326, -1.9704, 3.2112], [0.1926, -1.9068, 0.0012], [-1.1164, -5.0697, 2.3452], [0.4917, -4.8645, 1.6257], [-0.9229, -5.0654, 0.5822], [-3.2647, -2.4741, 2.2557], [-3.1897, -3.1003, 0.5959], [-2.9537, -1.3762, 0.8809], [-0.7629, -2.4509, 4.0378], [-0.4157, -0.8962, 3.2368], [0.8382, -2.1439, 3.3302], [1.1611, -2.3719, -0.2388]]}

(2)
{"formula": "C21H30F5GeIN2O3PdSe", "method": "ωB97M-V/def2-TZVPD", "e_homo_ha": [-0.611, -0.611], "spin_multiplicity": 2, "charge": 3, "orbital_gap_ev": [4.13, 3.38], "s2": 0.757, "relative_energy_kcal_mol": 30.8, "elements": ["Pd", "C", "C", "C", "C", "O", "Ge", "O", "C", "C", "C", "C", "O", "C", "C", "C", "C", "H", "H", "H", "H", "H", "H", "H", "H", "H", "H", "H", "H", "H", "H", "H", "H", "H", "H", "H", "H", "H", "H", "H", "H", "H", "H", "H", "F", "C", "C", "F", "C", "F", "C", "Se", "C", "F", "C", "F", "I", "C", "C", "N", "N", "C", "H", "H", "H"], "xyz": [[0.1493, -0.4107, -0.8264], [2.4570, -2.6633, -0.5470], [1.1667, -3.2336, 0.0138], [1.4035, -3.8886, 1.3694], [0.5384, -4.2372, -0.9401], [0.1958, -2.1475, 0.2169], [-0.0024, -1.1142, 1.9643], [-1.3917, -0.0266, 1.3236], [-2.7800, -0.0548, 1.7729], [-3.2029, 1.3774, 2.0603], [-3.6053, -0.6778, 0.6555], [-2.8916, -0.8892, 3.0466], [1.1675, 0.0170, 0.8927], [1.9371, 1.1216, 1.5120], [2.3996, 0.5844, 2.8603], [3.1283, 1.3779, 0.6068], [1.0954, 2.3679, 1.7094], [3.2124, -3.4447, -0.6292], [2.3008, -2.2498, -1.5512], [2.8462, -1.8732, 0.0936], [2.0218, -4.7777, 1.2462], [1.9309, -3.2175, 2.0504], [0.4624, -4.1984, 1.8266], [1.2118, -5.0807, -1.0912], [-0.3998, -4.6184, -0.5350], [0.3533, -3.7919, -1.9210], [-3.1248, 2.0023, 1.1690], [-4.2400, 1.4042, 2.3937], [-2.5845, 1.8076, 2.8484], [-3.5394, -0.0783, -0.2585], [-3.2568, -1.6955, 0.4587], [-4.6573, -0.7290, 0.9352], [-2.2666, -0.4790, 3.8415], [-3.9229, -0.8838, 3.3987], [-2.6087, -1.9303, 2.8694], [2.8928, -0.3835, 2.7573], [3.1211, 1.2790, 3.2917], [1.5776, 0.4996, 3.5757], [3.7615, 0.4942, 0.5339], [2.8020, 1.6531, -0.3981], [3.7329, 2.1936, 1.0040], [0.1095, 2.1340, 2.1161], [1.5979, 3.0267, 2.4185], [0.9920, 2.9255, 0.7820], [1.4669, 6.7280, -2.0501], [0.8976, 5.6032, -1.8025], [-0.3350, 5.5892, -1.1319], [-0.8838, 6.7156, -0.7616], [-0.9241, 4.3775, -0.8823], [-2.0613, 4.3293, -0.2393], [-0.3148, 3.1446, -1.2933], [-1.1618, 1.6039, -0.8912], [0.9389, 3.2178, -1.9739], [1.5092, 2.1038, -2.3978], [1.5372, 4.4125, -2.2308], [2.6724, 4.4989, -2.8758], [-3.2115, -3.8777, -4.5526], [-1.7797, -2.6994, -3.8248], [-0.5435, -2.4076, -4.4349], [0.0948, -1.6039, -3.6086], [-0.6280, -1.3418, -2.4769], [-1.7585, -1.9916, -2.5861], [-0.1254, -2.7247, -5.3795], [1.0223, -1.2105, -3.7190], [-2.5027, -1.9578, -1.8046]]}

(3)
{"formula": "C5H14NO", "method": "ωB97M-V/def2-TZVPD", "e_homo_ha": -0.582, "charge": 1, "orbital_gap_ev": 12.83, "relative_energy_kcal_mol": 5.3, "elements": ["C", "C", "N", "C", "C", "C", "H", "H", "H", "H", "H", "H", "H", "H", "H", "H", "H", "H", "H", "H", "O"], "xyz": [[-2.0183, -1.0275, 0.4874], [-0.8759, -0.3891, -0.2938], [-0.0323, 0.4912, 0.6471], [1.0266, -0.4239, 1.2143], [1.4427, -1.2068, 0.0024], [0.1494, -1.4212, -0.7988], [-2.6874, -0.2842, 0.9230], [-1.5852, -1.6257, 1.2931], [-2.4939, -1.7506, -0.1778], [-1.1695, 0.2663, -1.1158], [-0.5223, 0.9003, 1.4460], [0.3398, 1.2498, 0.0707], [1.8332, 0.1661, 1.6465], [0.5301, -0.9481, 2.0198], [2.1623, -0.6387, -0.5878], [1.9897, -2.1013, 0.2759], [-0.2260, -2.4386, -0.7226], [0.3503, -1.2569, -1.8496], [0.4545, 3.4057, -1.9692], [-0.1661, 3.6017, -0.6457], [0.5108, 3.0570, -1.0697]]}

(4)
{"formula": "C32H63N4O8PS2", "method": "ωB97M-V/def2-TZVPD", "e_homo_ha": [-0.313, -0.322], "spin_multiplicity": 3, "orbital_gap_ev": [8.77, 8.99], "s2": 2.008, "elements": ["C", "C", "C", "O", "C", "C", "S", "C", "C", "C", "C", "C", "N", "C", "C", "O", "N", "C", "O", "C", "O", "P", "O", "O", "S", "H", "H", "H", "H", "H", "H", "H", "H", "H", "H", "H", "H", "H", "H", "H", "H", "H", "H", "H", "H", "H", "H", "H", "H", "H", "H", "H", "C", "C", "C", "C", "C", "C", "N", "O", "C", "C", "C", "H", "H", "H", "H", "H", "H", "H", "H", "H", "H", "H", "H", "H", "H", "H", "H", "H", "H", "C", "C", "C", "C", "C", "C", "N", "O", "C", "C", "C", "H", "H", "H", "H", "H", "H", "H", "H", "H", "H", "H", "H", "H", "H", "H", "H", "H", "H"], "xyz": [[-1.4650, 2.9698, -0.2502], [-0.9077, 3.3937, -1.6009], [-0.3453, 2.2832, -2.4615], [0.5809, 1.4306, -1.8092], [0.0338, 0.3047, -1.2050], [-0.0267, -0.9848, -2.0811], [0.7364, -0.6614, -3.7360], [0.7459, -2.2422, -1.5392], [0.8613, -2.4720, -0.0340], [2.1368, -3.2640, 0.3414], [1.8572, -4.6920, 0.8438], [2.4935, -5.0034, 2.2056], [1.5171, -5.5647, 3.1532], [1.8708, -5.4942, 4.4913], [1.1027, -6.4253, 5.4057], [2.6957, -4.7108, 4.9332], [0.0569, -3.4064, -2.1688], [-0.9828, -2.9118, -3.0171], [-1.3915, -3.3957, -4.0522], [-1.4125, -1.6044, -2.2960], [-1.9386, -2.0469, -1.0527], [-2.8129, -0.6708, -3.0753], [-3.1201, 0.6693, -2.2374], [-2.3279, -0.1992, -4.5040], [-4.4329, -1.7338, -3.1704], [-0.8248, 2.2752, 0.2817], [-1.5849, 3.8387, 0.3873], [-2.4425, 2.5063, -0.3325], [-0.1906, 4.1926, -1.4498], [-1.7333, 3.8150, -2.1698], [0.1980, 2.7395, -3.2837], [-1.1328, 1.7059, -2.9305], [-0.9639, 0.4826, -0.8070], [0.6642, 0.0974, -0.3481], [2.0142, -0.8623, -3.4080], [1.7327, -2.3115, -1.9695], [0.8912, -1.5459, 0.5296], [-0.0067, -3.0079, 0.3264], [2.8354, -3.2679, -0.4851], [2.6370, -2.7179, 1.1322], [2.2643, -5.3861, 0.1148], [0.7940, -4.9005, 0.8761], [3.2728, -5.7458, 2.0413], [2.9790, -4.1313, 2.6120], [1.3342, -6.5203, 2.8880], [0.1004, -6.0482, 5.5574], [1.0597, -7.4165, 4.9671], [1.6403, -6.4622, 6.3395], [-0.3681, -4.0333, -1.4996], [-2.0699, -1.2752, -0.4969], [-3.5282, 0.4317, -1.4009], [-3.1195, 0.1038, -4.9653], [7.1487, -1.2455, 3.8790], [6.7180, -1.8529, 2.5314], [7.9489, -2.3217, 1.7567], [8.7778, -1.1658, 1.2006], [7.9077, -0.2425, 0.3492], [6.6522, 0.2510, 1.0697], [5.9225, -0.8767, 1.7265], [5.2037, -1.5070, 0.8564], [7.0266, 1.3330, 2.1021], [5.7356, 0.9423, 0.0666], [5.8467, -3.0515, 2.8917], [7.5686, -2.0271, 4.5113], [7.9177, -0.4825, 3.7969], [6.2935, -0.8173, 4.4028], [7.6322, -2.9614, 0.9267], [8.5642, -2.9441, 2.4092], [9.2513, -0.6068, 2.0120], [9.5916, -1.5617, 0.5902], [8.4901, 0.6208, 0.0212], [7.6134, -0.7808, -0.5574], [6.1897, 1.5368, 2.7707], [7.2737, 2.2629, 1.5910], [7.8970, 1.0832, 2.7039], [5.4827, 0.2984, -0.7732], [6.2397, 1.8201, -0.3348], [4.8087, 1.2687, 0.5401], [4.9367, -2.7369, 3.4049], [6.3978, -3.7120, 3.5594], [5.5630, -3.6328, 2.0160], [-8.4269, 5.5280, -1.4116], [-6.9932, 5.0944, -1.7685], [-7.0156, 4.1958, -3.0047], [-7.5800, 2.8054, -2.7215], [-6.8228, 2.1441, -1.5722], [-6.7595, 3.0036, -0.3079], [-6.3345, 4.4042, -0.6188], [-5.0495, 4.4505, -0.7525], [-8.1249, 2.9926, 0.4078], [-5.7778, 2.3763, 0.6747], [-6.2487, 6.3861, -2.0846], [-8.8156, 6.1771, -2.1958], [-9.1321, 4.7059, -1.3283], [-8.4414, 6.0893, -0.4767], [-5.9976, 4.0912, -3.3938], [-7.5976, 4.6839, -3.7890], [-8.6482, 2.8622, -2.4959], [-7.4918, 2.1865, -3.6160], [-7.2821, 1.1844, -1.3269], [-5.8048, 1.9227, -1.9101], [-8.1646, 3.7622, 1.1794], [-8.2811, 2.0303, 0.8941], [-8.9710, 3.1291, -0.2609], [-4.7895, 2.2404, 0.2373], [-6.1451, 1.3946, 0.9714], [-5.6726, 2.9868, 1.5724], [-6.1783, 7.0221, -1.2014], [-6.7885, 6.9339, -2.8558], [-5.2424, 6.2027, -2.4549]]}